w | Computed, not measured: the molecule C6H7NS, with ωB97M-V/def2-TZVPD.

SMILES string	C#C[C@@]1(C)CSC=N1
2S+1	1
LUMO energy	0.0286	Ha
total charge	0
molecular weight	125.20	g mol⁻¹
HOMO-LUMO gap	9.802	eV

Positions of all 15 atoms, in Å:
1 C 2.0436 1.3789 0.8936
2 C 1.2326 0.5723 0.5199
3 C 0.1196 -0.2257 -0.1271
4 C 0.7320 -1.5613 -0.4579
5 C -1.0266 -0.2728 0.8538
6 S -2.1822 1.0564 0.3617
7 C -1.3759 1.3002 -1.1765
8 N -0.3285 0.6506 -1.4580
9 H 2.5575 2.0844 1.4862
10 H 0.1695 -1.7687 -1.4219
11 H 0.5281 -2.4203 0.2932
12 H 1.8770 -1.4979 -0.6313
13 H -1.6911 -1.1704 0.7729
14 H -0.8409 -0.1829 1.9235
15 H -1.8146 2.0572 -1.8321

Quick look at the Mulliken charges, all values in e: 0.18 -1.30 1.60 -1.36 -0.84 -0.14 -0.07 -0.63 0.47 0.35 0.28 0.31 0.37 0.40 0.38

***

x | Computed, not measured: C6H7NS as an isolated structure, with ωB97M-V/def2-TZVPD.

2S+1	1
LUMO energy	0.0022	Ha
total charge	0
molecular weight	125.20	g mol⁻¹
HOMO-LUMO gap	8.642	eV

Positions of all 15 atoms, in Å:
1 C -1.5104 -2.3711 -0.0508
2 C -0.4797 -1.3784 -0.0908
3 C 0.1271 -0.3019 -0.1631
4 C 0.9369 0.8284 -0.1056
5 C 0.0732 2.0686 -0.0798
6 C -1.2007 2.1769 -0.1970
7 H -2.6525 -1.9998 0.3414
8 H -1.4409 -3.1930 -0.9274
9 H -0.9698 -3.0038 0.7873
10 H 0.6823 2.9964 0.1664
11 H -1.4407 3.2282 -0.2675
12 H -1.7003 1.3021 -0.1419
13 H 4.3644 -0.4981 0.8757
14 N 2.1960 0.8604 0.1007
15 S 3.0151 -0.7148 -0.2475

Quick look at the Mulliken charges, all values in e: -1.04 0.93 -0.27 0.30 -0.38 -0.70 0.25 0.28 0.30 0.27 0.25 0.32 0.16 -0.49 -0.18

***

Tell me which of them is the most stable. Sure, it is w.

***

w | Computed, not measured: the molecule C6H7NS, with ωB97M-V/def2-TZVPD.

SMILES string	C#CC[C@H]1CN1C=S
2S+1	1
LUMO energy	0.0123	Ha
total charge	0
molecular weight	125.20	g mol⁻¹
HOMO-LUMO gap	9.018	eV

Positions of all 15 atoms, in Å:
1 C 2.6422 -0.4822 -1.1997
2 C 1.8412 -0.7729 -0.3493
3 C 0.8583 -1.0979 0.6658
4 C -0.3020 -0.0971 0.7725
5 C -0.1706 1.3329 0.3366
6 N -0.9141 0.3708 -0.4340
7 C -2.2478 0.3421 -0.7228
8 S -3.2554 -0.8808 -0.3544
9 H 3.3719 -0.2548 -1.9376
10 H 0.4164 -2.0565 0.4533
11 H 1.3021 -1.1905 1.6980
12 H -0.9858 -0.3090 1.6081
13 H -0.7895 2.1236 0.8415
14 H 0.7766 1.6896 -0.1253
15 H -2.5434 1.2827 -1.2528

Quick look at the Mulliken charges, all values in e: 0.24 -0.57 -0.80 -0.11 -0.48 -0.12 -0.11 -0.31 0.40 0.28 0.30 0.48 0.29 0.20 0.31

***

x | Computed, not measured: the molecule C6H7NS, with ωB97M-V/def2-TZVPD.

SMILES string	C#CC[C@@](C)(S)C#N
2S+1	1
LUMO energy	0.0229	Ha
total charge	0
molecular weight	125.20	g mol⁻¹
HOMO-LUMO gap	10.451	eV

Positions of all 15 atoms, in Å:
1 C 1.2793 1.5168 2.0918
2 C 1.4123 0.8984 1.0788
3 C 1.2037 -0.0623 0.0450
4 C -0.2714 -0.4078 -0.3509
5 C -1.0718 0.7768 -0.9483
6 S -0.1727 -1.4371 -1.8700
7 C -0.9635 -1.1168 0.6508
8 N -1.4782 -1.7640 1.4361
9 H 0.8274 2.0914 2.9043
10 H 1.6967 -1.1033 0.3174
11 H 1.6988 0.2491 -0.8321
12 H -0.6364 1.1158 -1.7770
13 H -1.2739 1.4981 -0.0915
14 H -2.0551 0.3943 -1.2831
15 H -0.1953 -2.6494 -1.3712

Quick look at the Mulliken charges, all values in e: 0.03 -0.56 -0.52 0.83 -1.64 -0.20 0.02 -0.44 0.35 0.29 0.39 0.54 0.32 0.42 0.17

***

Tell me which of them is the most stable. Sure, it is x.

***

w | Computed, not measured: an isolated ion of composition C4H10N3O2 and charge +1, with ωB97M-V/def2-TZVPD.

2S+1	1
LUMO energy	-0.1485	Ha
total charge	+1
molecular weight	132.14	g mol⁻¹
HOMO-LUMO gap	9.940	eV

Positions of all 19 atoms, in Å:
1 C 1.6370 0.3611 -1.1136
2 C -0.2600 1.1948 0.2372
3 C 1.6463 -0.9655 -0.3593
4 C -2.4252 -0.0130 0.2665
5 N 0.7976 1.3362 -0.7446
6 N -1.0071 -0.0079 -0.0512
7 N -0.3045 -1.1214 0.4306
8 O 2.4644 0.4221 -1.9862
9 O 2.4185 -1.1623 0.6578
10 H 0.1769 1.1786 1.2534
11 H -0.9167 2.0592 0.1575
12 H 1.5560 -1.8426 -0.9976
13 H -2.8927 0.8384 -0.2202
14 H -2.8721 -0.9152 -0.1519
15 H -2.6312 0.0324 1.3428
16 H 0.7833 2.1371 -1.3629
17 H -0.6884 -1.9918 0.0634
18 H -0.2032 -1.1786 1.4535
19 H 2.7211 -0.3615 1.1247

Quick look at the Mulliken charges, all values in e: 0.35 -0.54 0.23 -0.96 -0.11 -0.04 -0.52 -0.51 -0.36 0.32 0.39 0.34 0.36 0.34 0.37 0.28 0.33 0.32 0.41

***

x | Computed, not measured: a 2-piece molecular cluster, C4H10N3O2 overall, with ωB97M-V/def2-TZVPD.

2S+1	1
LUMO energy (alpha / beta)	-0.1414 / -0.1414	Ha
total charge	+1
molecular weight	132.14	g mol⁻¹
HOMO-LUMO gap (alpha / beta)	9.602 / 9.602	eV

Positions of all 19 atoms, in Å:
1 C 1.6769 1.5260 1.6616
2 C 1.2602 0.2782 1.2304
3 C 0.4285 -0.6513 -1.6263
4 C -1.7779 -1.3251 -0.9479
5 N 0.8234 -0.7739 1.2180
6 N 0.7200 2.3841 1.8277
7 N -0.3104 -1.6426 -0.9027
8 O -0.4375 2.0310 1.2090
9 O 0.7534 3.4073 2.4684
10 H 2.7189 1.6648 1.9941
11 H 1.5039 -0.6962 -1.2017
12 H 0.4784 -0.8142 -2.7533
13 H 0.0443 0.2890 -1.3334
14 H -2.2151 -2.4255 -0.7849
15 H -2.3270 -0.8055 -0.1513
16 H -2.0162 -1.0168 -1.9861
17 H 0.0737 -1.6491 0.0952
18 H -0.3333 -2.5196 -1.3286
19 H -1.0643 2.7393 1.3117

Quick look at the Mulliken charges, all values in e: -0.59 0.61 -1.02 -0.80 -0.53 0.73 -0.04 -0.42 -0.57 0.39 0.34 0.34 0.44 0.33 0.27 0.38 0.41 0.33 0.38

***

Tell me which of them is the most stable. Sure, it is w.